a | 2 unconnected molecules or ions with the total composition C3H7NO3, computed with wB97M-V/def2-TZVPD.

Structure (XYZ):
```
14
Properties=species:S:1:pos:R:3:nbo_charge:R:1
N 1.34609 -1.69101 0.19611 -0.82
C 1.46872 -0.36013 -0.00059 0.85
O 1.05421 0.51484 0.80836 -0.65
O 2.69481 -0.12193 -0.54645 -0.70
H 1.90267 -2.36217 -0.30391 0.40
H 0.43741 -2.03291 0.48222 0.43
H 2.89905 0.81986 -0.46961 0.50
C -1.61139 1.38432 -0.00766 -0.73
C -1.59548 -0.09816 -0.16983 0.43
O -1.20911 -0.93597 0.66165 -0.54
H -1.83329 1.84187 -0.97252 0.21
H -0.65041 1.77836 0.31705 0.27
H -2.38776 1.69466 0.69205 0.25
H -2.51552 -0.43163 -0.68687 0.11
```

Summary:
Lowest unoccupied orbital energy (eV): 0.317
SMILES: NC(=O)O.CC=O
Spin multiplicity: 1

---

b | A single C3H7NO3 molecule, computed with wB97M-V/def2-TZVPD.

Structure (XYZ):
```
14
Properties=species:S:1:pos:R:3:nbo_charge:R:1
C -1.00616 -2.01722 -0.86029 -0.25
O -0.38394 -0.67658 -0.81247 -0.50
C -0.49809 -0.06977 0.30705 0.86
O -1.32495 -0.32862 1.17985 -0.68
N 0.54170 0.91163 0.58792 -0.18
C 1.52275 1.40457 -0.25873 -0.42
O 0.13333 1.76223 1.66265 -0.57
H -2.17165 -1.84326 -0.66420 0.21
H -0.57590 -2.56644 -0.07305 0.20
H -0.88646 -2.31631 -1.86261 0.20
H 2.30349 1.66884 0.50434 0.22
H 1.16099 2.18665 -0.93813 0.19
H 1.88553 0.51883 -0.70594 0.22
H -0.70063 1.36546 1.93360 0.49
```

Summary:
Lowest unoccupied orbital energy (eV): 0.791
SMILES: COC(=O)N(C)O
Spin multiplicity: 1

---

c | A single C3H7NO3 molecule, computed with wB97M-V/def2-TZVPD.

Structure (XYZ):
```
14
Properties=species:S:1:pos:R:3:nbo_charge:R:1
C 1.32256 0.50835 0.01629 -0.65
C -0.05993 -0.13776 -0.36303 0.39
O 0.28315 -1.38742 -0.74464 -0.70
C -0.71159 0.69337 -1.49324 0.43
O -1.12131 0.14967 -2.46996 -0.50
O -1.01569 -0.08688 0.69647 -0.41
N -0.61753 -0.56906 1.90157 -0.52
H 2.08730 -0.21439 0.10453 0.24
H 1.35217 1.12685 0.93385 0.23
H 1.76011 1.29221 -0.80578 0.21
H -0.35956 -1.85189 -1.21443 0.49
H -0.78900 1.81513 -1.32472 0.12
H -0.99697 0.08922 2.72199 0.34
H -1.13371 -1.42739 2.04109 0.34
```

Summary:
Lowest unoccupied orbital energy (eV): 0.805
SMILES: C[C@](O)(C=O)ON
Spin multiplicity: 1

---

d | 2 unconnected molecules or ions with the total composition C3H7NO3, computed with wB97M-V/def2-TZVPD.

Structure (XYZ):
```
14
Properties=species:S:1:pos:R:3:nbo_charge:R:1
O -0.57102 0.30819 -1.64886 -0.48
C 0.02651 -0.29640 -0.81691 0.43
C 0.41181 0.25436 0.54878 -0.34
N -0.56709 -0.21111 1.53861 -0.61
C -1.52464 0.62712 2.03280 0.53
O -1.41539 1.82732 2.02332 -0.59
H 0.48563 -1.29308 -0.99961 0.10
H 0.42717 1.33663 0.60897 0.25
H 1.42543 -0.05840 0.80125 0.21
H -0.75268 -1.18709 1.46176 0.38
H -2.38414 0.09845 2.46621 0.12
O 2.81046 -1.80844 -2.76904 -0.96
H 3.03715 -2.47597 -3.41775 0.48
H 2.02739 -1.31362 -3.01902 0.48
```

Summary:
Lowest unoccupied orbital energy (eV): 0.540
SMILES: O=CCNC=O.O
Spin multiplicity: 1

---

Which structure wins on stability? d wins.

---

a | A single C3H7NO3 molecule, computed with wB97M-V/def2-TZVPD.

Structure (XYZ):
```
14
Properties=species:S:1:pos:R:3:nbo_charge:R:1
C 0.94631 1.85652 -0.17263 -0.24
O 0.30543 0.72741 0.37917 -0.52
C -0.60615 -0.11631 -0.13167 0.22
C -1.04233 -1.04351 1.01600 -0.66
N 0.25860 -1.30287 -1.01617 0.51
O -0.30801 -2.21864 -1.51786 -0.37
O 1.45460 -1.10223 -0.90435 -0.39
H 0.39805 2.82585 0.00449 0.17
H 1.24286 1.89792 -1.17760 0.19
H 1.82896 2.00877 0.34865 0.20
H -1.44247 0.28731 -0.74547 0.19
H -1.41984 -1.99587 0.62538 0.24
H -1.50860 -0.53618 1.87448 0.23
H -0.10742 -1.28816 1.41759 0.23
```

Summary:
Lowest unoccupied orbital energy (eV): 0.825
SMILES: CO[C@H](C)[N+](=O)[O-]
Spin multiplicity: 1

---

b | 2 unconnected molecules or ions with the total composition C3H7NO3, computed with wB97M-V/def2-TZVPD.

Structure (XYZ):
```
14
Properties=species:S:1:pos:R:3:nbo_charge:R:1
O 2.26764 1.63776 -0.83965 -0.57
C 1.47392 0.96250 -0.23167 0.65
C 0.00664 0.92751 -0.06653 -0.55
C -0.16621 -0.03577 1.07646 -0.08
O 0.90826 -0.92860 0.90529 -0.40
N 2.00630 -0.08911 0.49699 -0.35
H -0.50502 0.55778 -0.90858 0.26
H -0.37357 1.92911 0.22012 0.24
H -0.06399 0.32416 2.09145 0.17
H -1.09241 -0.58380 1.07361 0.22
H 2.71336 -0.71227 0.07051 0.40
O -2.28762 -1.10971 -0.98142 -0.95
H -1.79628 -1.83187 -1.44335 0.48
H -3.09104 -1.04769 -1.46321 0.47
```

Summary:
Lowest unoccupied orbital energy (eV): 0.433
SMILES: O=C1CCON1.O
Spin multiplicity: 1

---

c | 2 unconnected molecules or ions with the total composition C3H7NO3, computed with wB97M-V/def2-TZVPD.

Structure (XYZ):
```
14
Properties=species:S:1:pos:R:3:nbo_charge:R:1
O 0.03716 0.49809 -1.52914 -0.51
C 0.69972 -0.09026 -0.72944 0.45
C 0.46444 -0.00977 0.78047 -0.35
N -0.43619 1.06216 1.13297 -0.61
C -0.10175 1.96066 2.09035 0.53
O 1.01027 2.09272 2.55160 -0.61
H 1.58046 -0.73582 -0.89221 0.11
H 1.41346 0.25824 1.25604 0.26
H 0.14888 -0.98008 1.16004 0.22
H -1.42692 0.98654 0.93573 0.40
H -0.92437 2.60264 2.44198 0.12
O -0.91362 -2.74189 -2.71115 -0.93
H -0.24286 -2.07075 -2.90023 0.47
H -1.30869 -2.83248 -3.58702 0.47
```

Summary:
Lowest unoccupied orbital energy (eV): 0.710
SMILES: O=CCNC=O.O
Spin multiplicity: 1

---

Which structure wins on stability? c wins.

---

a | A single C4H6F2O molecule, computed with wB97M-V/def2-TZVPD.

Structure (XYZ):
```
13
Properties=species:S:1:pos:R:3:nbo_charge:R:1
C 1.54951 -0.41868 -0.81133 -0.65
C 0.41693 0.35139 -0.08357 0.35
F 0.53159 1.71737 -0.30293 -0.34
C -0.21187 0.04610 1.20977 -0.54
C -1.09044 -0.08996 -0.07373 0.57
O -2.12942 0.76988 -0.32837 -0.70
F -1.41983 -1.37908 -0.30093 -0.34
H 1.82805 -0.07111 -1.74557 0.23
H 1.54305 -1.45335 -0.66440 0.23
H 2.41387 -0.01220 -0.36965 0.22
H -0.07336 -0.85030 1.75887 0.23
H -0.33398 0.98764 1.71923 0.24
H -3.02409 0.40230 -0.00739 0.49
```

Summary:
Lowest unoccupied orbital energy (eV): 0.840
SMILES: C[C@]1(F)C[C@]1(O)F
Spin multiplicity: 1

---

b | A molecular structure, C4H6F2O, computed with wB97M-V/def2-TZVPD.

Structure (XYZ):
```
13
Properties=species:S:1:pos:R:3:nbo_charge:R:1
C 0.46945 -1.23427 0.24897 0.05
C -0.28355 -0.00917 -0.45081 -0.38
C 0.34229 1.30574 0.06999 0.05
C -1.73164 0.24907 0.29036 0.39
H -0.25858 -2.11381 0.01213 0.19
H 0.27505 -0.89266 1.32138 0.16
H -0.22278 -0.09576 -1.41737 0.22
H -0.19902 2.17642 -0.59017 0.18
H -0.02734 1.65644 1.22963 0.17
H -1.32670 0.88163 1.42748 0.16
O -2.89827 -0.31497 -0.20711 -0.51
F 1.82408 -1.39224 -0.04213 -0.33
F 1.74995 1.28549 -0.09979 -0.36
```

Summary:
Lowest unoccupied orbital energy (eV): -0.740
Spin multiplicity: 1

---

Which structure wins on stability? a wins.

---

a | A gas-phase ion, C3H8O2P (charge -1), computed with wB97M-V/def2-TZVPD.

Structure (XYZ):
```
14
Properties=species:S:1:pos:R:3:nbo_charge:R:1
C -0.15764 -1.13450 1.43304 -1.17
P 0.87519 -0.14641 -0.09921 1.95
C 0.73489 1.57269 0.69820 -1.00
O 2.26760 -0.25224 -0.62154 -1.16
O -0.00635 -0.12425 -1.53139 -0.81
C -1.33772 -0.49463 -1.39122 -0.23
H -0.01575 -2.25107 1.03435 0.15
H 0.67371 -0.87298 2.15515 0.15
H -0.24767 1.82631 0.82563 0.21
H 1.14227 1.35497 1.68603 0.22
H 1.26829 2.42043 0.13456 0.21
H -1.50320 -1.32709 -0.85832 0.18
H -1.68709 -0.86681 -2.37701 0.14
H -2.00653 0.29560 -1.08829 0.15
```

Summary:
Lowest unoccupied orbital energy (eV): 4.131
Net charge: -1
SMILES: C=[P@@](C)([O-])OC
Spin multiplicity: 1

---

b | A gas-phase ion, C3H8O2P (charge -1), computed with wB97M-V/def2-TZVPD.

Structure (XYZ):
```
14
Properties=species:S:1:pos:R:3:nbo_charge:R:1
C 2.02067 1.18331 0.70016 -1.09
P 0.80247 -0.41022 -0.18806 1.90
O 0.71909 -1.84364 0.22603 -1.17
O 0.52703 -0.28032 -1.82694 -1.03
C -0.71243 0.54037 0.38765 -0.78
C -1.85581 -0.45637 0.25378 -0.63
H 2.36354 1.69623 -0.31306 0.14
H 2.91654 0.55073 1.01538 0.14
H 0.72995 -1.24316 -2.16101 0.48
H -0.46582 0.69946 1.37584 0.23
H -0.78375 1.57179 0.00502 0.22
H -2.75360 0.19333 -0.03825 0.18
H -1.50815 -1.13039 -0.55810 0.21
H -1.99972 -1.07111 1.12156 0.20
```

Summary:
Lowest unoccupied orbital energy (eV): 3.983
Net charge: -1
SMILES: C=[P@]([O-])(O)CC
Spin multiplicity: 1

---

Which structure wins on stability? a wins.

---

a | A gas-phase ion, C7H10N5S (charge +1), computed with wB97M-V/def2-TZVPD.

Structure (XYZ):
```
23
Properties=species:S:1:pos:R:3:nbo_charge:R:1
N 1.59319 0.76265 -1.35879 -0.81
C 0.82198 0.00931 -0.50808 0.29
C 1.04544 0.50342 0.94335 -0.06
N 0.02596 0.58678 1.77195 -0.44
C 0.35613 1.32732 2.85193 -0.04
C 1.56079 1.89753 2.79244 -0.40
S 2.40950 1.37963 1.37224 0.50
C 0.99693 -1.55060 -0.72203 -0.51
C -0.22879 -2.41010 -0.49476 0.26
N -1.41838 -2.00838 -0.25898 -0.49
C -1.68440 -0.65581 -0.41767 0.67
N -2.98623 -0.46834 -0.26625 -0.71
N -0.71785 0.23002 -0.71008 -0.59
H 1.47581 0.29990 -2.25577 0.40
H 1.49236 1.72813 -1.16663 0.40
H -0.35862 1.69986 3.51424 0.22
H 1.92034 2.56456 3.46829 0.24
H 1.83044 -2.07498 -0.28752 0.28
H 1.03234 -1.71738 -1.88936 0.25
H 0.00470 -3.53730 -0.48956 0.23
H -3.49596 -1.31825 -0.22803 0.44
H -3.52778 0.40365 -0.39327 0.43
H -1.03418 1.24546 -0.86738 0.43
```

Summary:
Lowest unoccupied orbital energy (eV): -3.884
Net charge: +1
SMILES: N[C@]1(c2nccs2)CC=NC(=[NH2+])N1
Spin multiplicity: 1

---

b | A gas-phase ion, C7H10N5S (charge +1), computed with wB97M-V/def2-TZVPD.

Structure (XYZ):
```
23
Properties=species:S:1:pos:R:3:nbo_charge:R:1
H 4.59448 0.10642 0.45840 0.37
N 3.92221 0.10259 -0.27569 -0.60
C 2.74963 0.49037 -0.04156 0.14
S 2.26852 1.14206 1.55630 0.00
C 1.74935 0.43871 -1.12326 -0.32
N 1.05663 -0.82950 -1.07631 -0.47
C 0.03621 -1.21484 -0.38463 0.52
N -0.16020 -2.51818 -0.30734 -0.70
C -0.96948 -0.26422 0.12718 0.30
N -2.12044 -0.86026 0.56776 -0.42
C -3.10686 -0.07621 0.90459 0.09
C -2.96145 1.32041 0.93324 -0.23
C -1.83704 1.81902 0.34825 0.07
N -0.83138 1.09342 -0.01315 -0.42
H 1.47430 2.09362 1.10244 0.13
H 1.10206 1.38618 -1.07187 0.28
H 2.38274 0.24824 -1.93206 0.25
H 1.58540 -1.69785 -1.47298 0.42
H 0.42892 -3.14174 -0.68347 0.40
H -1.07089 -2.89415 -0.00444 0.45
H -3.99025 -0.64888 1.25361 0.23
H -3.73585 2.08812 0.97978 0.26
H -1.57690 2.86696 0.30988 0.22
```

Summary:
Lowest unoccupied orbital energy (eV): -4.781
Net charge: +1
SMILES: [H]/N=C(\S)C/[NH+]=C(/N)c1ncccn1
Spin multiplicity: 1

---

Which structure wins on stability? a wins.

---

a | A single C7H14N2 molecule, computed with wB97M-V/def2-TZVPD.

Structure (XYZ):
```
23
Properties=species:S:1:pos:R:3:nbo_charge:R:1
C 1.16163 -0.75908 -1.18906 -0.59
C 0.08251 -0.88763 -0.10047 -0.09
C 0.65033 -1.17623 1.27122 -0.60
C -0.87326 -2.01408 -0.41096 -0.59
C -0.77536 0.42476 -0.18245 -0.37
C -0.07151 1.82114 0.65026 -0.16
N 0.73729 2.61675 -0.33816 -0.83
C -1.21616 2.49081 1.17430 0.26
N -2.18267 2.91135 1.63725 -0.31
H 1.93768 -1.58687 -1.20444 0.21
H 1.68290 0.11670 -1.13851 0.19
H 0.68687 -0.81103 -2.21156 0.21
H 1.38929 -0.45555 1.63962 0.20
H 1.03079 -2.09521 1.23269 0.21
H -0.06920 -1.12658 2.02804 0.21
H -1.73938 -1.87713 0.25194 0.22
H -0.28253 -3.06260 -0.26855 0.21
H -1.18786 -2.00484 -1.60275 0.21
H -1.08377 0.72530 -1.20956 0.22
H -1.73701 0.18143 0.36357 0.21
H 0.52449 1.35014 1.46793 0.24
H 0.14568 3.31042 -0.90906 0.38
H 1.18925 1.90804 -0.95131 0.37
```

Summary:
Lowest unoccupied orbital energy (eV): 0.634
SMILES: CC(C)(C)C[C@@H](N)C#N
Spin multiplicity: 1

---

b | A single C7H14N2 molecule, computed with wB97M-V/def2-TZVPD.

Structure (XYZ):
```
23
Properties=species:S:1:pos:R:3:nbo_charge:R:1
H -1.48424 -2.50712 -0.03580 0.35
N -1.09892 -1.89596 -0.75543 -0.74
C -0.44486 -0.89604 -0.28219 0.50
C -0.44672 -0.71724 1.41124 -0.25
C 0.86850 -1.12463 2.04603 -0.62
C -0.97912 0.61535 1.90558 -0.62
N 0.09586 0.14074 -0.98081 -0.48
C 1.27821 0.89618 -0.58239 -0.41
C -0.31281 0.24456 -2.47415 0.01
C -0.23772 1.31910 -3.25761 -0.46
H -1.18658 -1.47252 1.70258 0.20
H 1.58873 -0.30124 2.05384 0.20
H 1.32539 -1.96876 1.52080 0.22
H 0.71619 -1.42537 3.09067 0.21
H -1.25741 0.54887 2.96506 0.21
H -1.87282 0.91583 1.35037 0.22
H -0.23867 1.41536 1.83156 0.20
H 1.96303 1.07490 -1.41804 0.22
H 1.91596 0.40354 0.15304 0.21
H 0.98026 1.86926 -0.18960 0.19
H -0.68242 -0.69670 -2.88028 0.23
H 0.08574 2.28427 -2.88397 0.20
H -0.57559 1.27762 -4.29048 0.22
```

Summary:
Lowest unoccupied orbital energy (eV): 0.931
SMILES: [H]/N=C(\C(C)C)N(C)C=C
Spin multiplicity: 1

---

c | A single C7H14N2 molecule, computed with wB97M-V/def2-TZVPD.

Structure (XYZ):
```
23
Properties=species:S:1:pos:R:3:nbo_charge:R:1
C 1.92996 2.18620 -0.16321 -0.70
C 1.82060 -0.42406 -0.34580 -0.66
C -1.15588 -1.27257 -1.42130 -0.65
C -1.50961 -1.77305 1.02076 -0.65
C -0.69757 0.51704 0.32048 0.25
C 0.93472 1.06408 -0.33790 0.41
C -0.99935 -0.80704 -0.00633 -0.03
N -1.15919 1.06492 1.52434 -0.83
N -0.26664 1.34828 -0.75293 -0.52
H -2.17200 1.04348 1.57210 0.38
H -0.82826 2.01927 1.62035 0.37
H 1.47569 3.14444 -0.43131 0.23
H 2.27821 2.23301 0.87065 0.23
H 2.85520 -0.14881 -0.55662 0.20
H 1.82365 -0.93143 0.62071 0.23
H 1.49445 -1.07803 -1.15185 0.23
H 2.77488 2.07440 -0.84590 0.23
H -0.75876 -0.56071 -2.14714 0.23
H -0.63989 -2.22256 -1.58316 0.21
H -1.24674 -1.48929 2.04081 0.23
H -2.60305 -1.82336 0.96782 0.21
H -1.12488 -2.77739 0.82238 0.20
H -2.22555 -1.38684 -1.63694 0.21
```

Summary:
Lowest unoccupied orbital energy (eV): 0.472
Spin multiplicity: 1

---

d | 2 unconnected molecules or ions with the total composition C7H14N2, computed with wB97M-V/def2-TZVPD.

Structure (XYZ):
```
23
Properties=species:S:1:pos:R:3:nbo_charge:R:1
C 3.65704 1.29242 -1.25958 -0.64
C 2.58287 1.22208 -0.22602 0.11
C 2.45627 2.04849 0.87067 -0.15
N 1.41594 1.45844 1.60432 -0.52
C 0.84108 0.53120 0.83659 0.18
N 1.59662 0.24767 -0.20375 -0.47
H 4.33071 2.08488 -0.89651 0.21
H 3.43980 1.58330 -2.27566 0.23
H 4.24109 0.38016 -1.11543 0.23
H 2.82865 2.93002 1.36335 0.22
H 0.89020 2.01322 2.25457 0.40
H -0.12852 0.11765 1.03392 0.20
C -3.66964 -1.14967 -0.72011 -0.61
C -2.11579 -1.24129 -0.62684 -0.41
C -1.66014 -1.87186 0.65470 -0.62
H -3.96177 -1.64097 -1.64978 0.20
H -4.18032 -0.18945 -0.66035 0.21
H -4.20273 -1.65000 0.09916 0.20
H -1.83074 -1.74524 -1.54148 0.21
H -1.87864 -0.16553 -0.63339 0.20
H -2.11669 -1.48823 1.57559 0.20
H -1.91833 -2.93579 0.55632 0.21
H -0.61697 -1.83151 0.95970 0.21
```

Summary:
Lowest unoccupied orbital energy (eV): 0.843
SMILES: Cc1c[nH]cn1.CCC
Spin multiplicity: 1

---

Which structure wins on stability? d wins.